ORCA calculation (wB97M-V/def2-TZVPD) on C10H23O2PS3 in the gas phase at a distorted geometry.

## Properties
max |F|: 0.05834 hartree/bohr
calculated total energy: -56634.4910 eV
HOMO level: -0.3180 Eh

Each line ends with the natural charge from an NBO analysis.
Element x y z (Å)
S 0.440 -2.297 -1.131  -0.6437
O 2.226 -1.776 1.024  -0.7805
O -0.328 -0.930 1.439  -0.8136
S -0.603 1.444 -2.670  0.1947
S 1.297 0.873 -0.408  -0.0375
C 1.008 0.699 -2.184  -0.6869
C 2.769 -4.151 1.257  -0.6242
C 2.108 -2.711 3.227  -0.6233
C -1.969 0.856 1.810  -0.6207
C -2.605 -1.267 0.787  -0.6325
C -2.090 3.653 -2.456  -0.6223
C 0.355 4.024 -2.803  -0.6161
C 1.875 -2.978 1.728  0.0808
C -1.500 -0.265 0.912  0.0676
C -0.694 3.172 -2.060  -0.3297
P 0.887 -1.069 0.331  1.6517
H 1.823 1.247 -2.658  0.2323
H 0.984 -0.352 -2.542  0.3023
H 2.642 -4.305 0.186  0.2310
H 3.833 -3.896 1.455  0.2088
H 2.511 -5.076 1.810  0.2142
H 2.019 -3.620 3.796  0.2097
H 1.357 -2.023 3.606  0.2139
H 3.092 -2.280 3.385  0.2119
H -1.129 1.547 2.053  0.2152
H -2.363 0.459 2.728  0.2100
H -2.761 1.416 1.304  0.2190
H -2.876 -1.729 1.740  0.2095
H -2.321 -2.038 0.115  0.2348
H -3.505 -0.829 0.295  0.2171
H -2.907 3.129 -1.932  0.2197
H -2.222 3.500 -3.536  0.2142
H -2.187 4.733 -2.313  0.2182
H 1.326 3.647 -2.456  0.2043
H 0.223 3.948 -3.861  0.2146
H 0.274 5.082 -2.554  0.2087
H 0.839 -3.287 1.629  0.1991
H -1.284 0.177 -0.076  0.2099
H -0.541 3.274 -0.978  0.2176